A molecular structure, C37H54N3OP2Zn. Source: OMol25; level of theory: ωB97M-V with the def2-TZVPD basis set.

Geometry as XYZ:
```
98
C37H54N3OP2Zn, DFT ωB97M-V with the def2-TZVPD basis set
C -1.394 -1.767 -2.112
C 0.627 -2.832 -1.350
C -1.606 -2.731 -3.093
C 0.378 -3.883 -2.306
C -0.700 -3.825 -3.162
H -2.466 -2.655 -3.763
H 1.091 -4.711 -2.356
H -0.859 -4.620 -3.899
N -0.342 -1.819 -1.240
P -2.522 -0.300 -0.093
P 2.187 -1.231 0.210
C -2.375 -0.625 -1.927
H -1.972 0.302 -2.370
H -3.334 -0.843 -2.422
C 1.793 -2.776 -0.577
H 2.554 -3.546 -0.744
C 3.340 -0.277 -1.029
C 3.218 -1.626 1.771
C -3.471 1.347 0.121
C -3.607 -1.787 0.477
C 3.369 1.222 -0.662
H 4.011 1.410 0.213
H 3.779 1.806 -1.508
H 2.366 1.607 -0.426
C 4.783 -0.805 -1.127
H 5.370 -0.617 -0.214
H 4.805 -1.886 -1.349
H 5.295 -0.286 -1.960
C 2.695 -0.500 -2.418
H 3.101 0.241 -3.133
H 2.926 -1.511 -2.792
H 1.601 -0.408 -2.400
C 3.895 -0.347 2.300
H 3.161 0.468 2.425
H 4.342 -0.556 3.290
H 4.704 0.007 1.640
C 2.265 -2.150 2.858
H 1.608 -1.352 3.234
H 1.643 -2.979 2.484
H 2.866 -2.524 3.708
C 4.254 -2.737 1.498
H 4.992 -2.467 0.730
H 4.805 -2.945 2.435
H 3.753 -3.670 1.191
C -4.056 -1.564 1.936
H -4.530 -2.492 2.306
H -3.210 -1.333 2.601
H -4.804 -0.758 2.015
C -2.775 -3.090 0.386
H -2.583 -3.375 -0.659
H -1.812 -3.030 0.908
H -3.367 -3.897 0.856
C -4.846 -2.003 -0.419
H -5.392 -2.887 -0.038
H -5.545 -1.156 -0.416
H -4.561 -2.226 -1.461
C -2.698 2.420 -0.673
H -2.691 2.224 -1.759
H -3.192 3.396 -0.513
H -1.659 2.499 -0.317
C -3.405 1.747 1.612
H -2.363 1.756 1.971
H -3.818 2.767 1.725
H -3.989 1.074 2.256
C -4.931 1.321 -0.364
H -5.018 0.966 -1.406
H -5.569 0.692 0.277
H -5.338 2.349 -0.325
Zn -0.112 -0.336 0.393
C -0.508 -1.439 1.935
O -0.829 -2.010 2.909
N 0.147 0.995 -1.180
C 0.263 1.726 -2.094
C 0.427 2.563 -3.227
C 0.200 3.959 -3.134
C 0.824 1.991 -4.463
C 0.370 4.762 -4.265
H -0.103 4.393 -2.177
C 0.986 2.811 -5.582
H 1.003 0.914 -4.524
C 0.761 4.194 -5.488
H 0.195 5.840 -4.191
H 1.294 2.368 -6.535
H 0.892 4.831 -6.369
C 1.191 2.742 5.870
C 0.768 2.258 4.513
C 1.516 2.527 3.368
C 1.169 1.935 2.137
N 0.112 1.069 2.008
C -0.657 0.902 3.158
C -0.358 1.475 4.383
H 2.188 2.308 6.110
H 1.249 3.846 5.900
H 0.490 2.394 6.662
H 2.409 3.137 3.440
H 1.840 2.126 1.360
H -1.519 0.257 3.193
H -0.980 1.241 5.240
```

## Properties
**Strongest force on any atom**: 8.35 eV/Å
**Calculated total energy**: -4143.60956 Ha
**Highest occupied orbital energy**: -8.6 eV
**Charge**: +1
**HOMO-LUMO gap**: 5.9 eV

These are the Löwdin partial charges, in e, on atoms 1 to 4: number 1, C, carries -0.377; number 2, C, carries -0.366; number 3, C, carries -0.071; number 4, C, carries -0.039

=====

A molecular structure, C37H55BCoN6P2S3. Source: OMol25; level of theory: ωB97M-V with the def2-TZVPD basis set.

Geometry as XYZ:
```
105
C37H55BCoN6P2S3, DFT ωB97M-V with the def2-TZVPD basis set
Co -1.536 -2.464 0.784
C -4.234 1.848 -0.751
C -2.807 2.134 -0.411
C -2.254 3.363 -0.582
C -0.890 3.614 -0.260
N -0.153 2.675 0.251
N -0.702 1.446 0.433
B 0.388 0.560 0.958
N 1.393 0.132 -0.119
N 0.999 0.546 -1.342
C 1.811 0.438 -2.355
C 3.116 -0.095 -2.174
C 3.510 -0.580 -0.964
C 4.843 -1.227 -0.739
C 2.570 -0.479 0.093
S 2.959 -1.223 1.596
C 1.330 0.916 -3.712
C 2.246 2.068 -4.162
C -0.116 1.409 -3.641
C 1.428 -0.252 -4.705
N 0.242 -0.244 2.236
N 0.920 0.920 2.365
C 1.382 1.386 3.493
C 1.087 0.579 4.629
C 0.399 -0.598 4.545
C 0.098 -1.428 5.742
C -0.056 -1.068 3.244
S -0.871 -2.525 3.032
C 2.129 2.697 3.509
C 3.005 2.803 4.758
C 1.062 3.813 3.520
C 3.001 2.798 2.250
C -1.947 1.097 0.090
S -2.606 -0.483 0.211
C -0.291 4.986 -0.501
C -1.033 5.997 0.391
C 1.199 5.020 -0.176
C -0.494 5.355 -1.979
H -4.759 2.768 -0.999
H -4.745 1.360 0.078
H -4.291 1.173 -1.608
H -2.859 4.168 -0.977
H 3.797 -0.135 -3.017
H 5.587 -0.813 -1.418
H 4.784 -2.303 -0.924
H 5.207 -1.081 0.281
H 2.192 2.911 -3.468
H 1.926 2.418 -5.145
H 3.290 1.760 -4.251
H -0.216 2.244 -2.946
H -0.796 0.614 -3.323
H -0.427 1.747 -4.631
H 2.452 -0.617 -4.817
H 1.094 0.082 -5.688
H 0.788 -1.084 -4.403
H 1.432 0.919 5.596
H 0.477 -0.967 6.650
H 0.536 -2.423 5.636
H -0.981 -1.572 5.836
H 2.417 2.842 5.677
H 3.572 3.732 4.708
H 3.722 1.980 4.826
H 0.431 3.752 4.409
H 0.430 3.761 2.631
H 1.563 4.781 3.532
H 3.749 2.001 2.232
H 3.533 3.749 2.259
H 2.402 2.760 1.338
H -0.917 5.753 1.450
H -2.100 6.041 0.164
H -0.622 6.993 0.226
H 1.380 4.841 0.883
H 1.597 6.005 -0.422
H 1.752 4.275 -0.754
H -1.548 5.389 -2.265
H 0.021 4.651 -2.638
H -0.080 6.347 -2.160
C -3.839 -5.119 1.629
P -3.374 -3.928 0.342
C -4.929 -3.144 -0.161
C -2.811 -4.922 -1.075
C -3.729 -5.681 -1.798
C -3.316 -6.458 -2.870
C -1.976 -6.490 -3.229
C -1.049 -5.745 -2.514
C -1.452 -4.954 -1.440
P -0.235 -4.029 -0.460
C 0.515 -5.249 0.658
C 1.114 -3.563 -1.584
H -4.584 -5.817 1.248
H -4.256 -4.585 2.484
H -2.967 -5.684 1.957
H -5.690 -3.885 -0.410
H -4.757 -2.499 -1.022
H -5.297 -2.537 0.667
H -4.779 -5.673 -1.528
H -4.041 -7.041 -3.423
H -1.651 -7.098 -4.062
H -0.006 -5.793 -2.802
H 0.926 -6.087 0.095
H -0.237 -5.631 1.348
H 1.307 -4.774 1.240
H 1.563 -4.431 -2.064
H 1.885 -3.070 -0.992
H 0.747 -2.877 -2.347
```

## Properties
**2S+1**: 5
**Strongest force on any atom**: 0.33 eV/Å
**Expectation value of S²**: 6.0177
**Calculated total energy**: -5055.53569 Ha
**Highest occupied orbital energy (alpha / beta)**: -15.8 / -16.3 eV
**Charge**: +3
**HOMO-LUMO gap (alpha / beta)**: 7.1 / 5.3 eV

These are the Löwdin partial charges, in e, on atoms 1 to 4: number 1, Co, carries 0.007; number 2, C, carries -0.049; number 3, C, carries -0.228; number 4, C, carries 0.093

=====

7 unconnected molecules or ions with the total composition C37H55ClF7N2O9PS. Source: OMol25; level of theory: ωB97M-V with the def2-TZVPD basis set.

Geometry as XYZ:
```
113
C37H55ClF7N2O9PS, DFT ωB97M-V with the def2-TZVPD basis set
C -3.185 -6.405 2.230
C -2.096 -6.978 3.162
C -1.169 -5.903 3.827
C -1.003 -4.657 2.919
C 0.205 -3.781 3.349
C 0.449 -3.950 4.794
N 0.704 -3.908 5.910
P 1.816 -4.461 2.502
O 1.295 -5.160 1.099
Cl 2.459 -6.041 3.689
C 0.086 -2.250 2.886
C 1.481 -1.725 2.864
N 2.515 -1.242 2.782
C -0.561 -2.283 1.479
C -0.456 -1.023 0.641
C -1.626 -0.382 0.295
C -1.614 0.735 -0.485
C -0.442 1.293 -0.938
C 0.732 0.664 -0.607
C 2.075 1.207 -1.061
C 0.701 -0.481 0.153
S -0.749 -1.154 4.101
O 0.011 -1.013 5.305
O -0.839 0.138 3.486
C -2.414 -1.780 4.650
F -2.697 -1.077 5.753
F -2.399 -3.070 5.018
C -3.616 -1.576 3.683
F -3.755 -2.612 2.826
F -3.549 -0.462 2.947
C -4.985 -1.489 4.473
F -5.110 -2.417 5.412
F -5.223 -0.264 4.917
F -5.943 -1.743 3.553
H -3.577 -5.437 2.542
H -2.790 -6.385 1.216
H -3.993 -7.139 2.189
H -2.536 -7.531 3.999
H -1.463 -7.707 2.643
H -0.210 -6.397 3.992
H -1.650 -5.622 4.767
H -0.897 -5.060 1.909
H -1.963 -4.143 2.942
H 1.527 -6.102 1.093
H -0.140 -3.106 0.890
H -1.626 -2.513 1.565
H -2.591 -0.767 0.611
H -2.561 1.191 -0.755
H -0.465 2.189 -1.560
H 2.052 2.293 -1.107
H 2.408 0.766 -2.002
H 2.785 0.974 -0.259
H 1.658 -0.951 0.359
C 5.420 5.011 -2.791
C 4.853 3.680 -2.364
C 5.488 2.449 -2.954
O 3.930 3.607 -1.584
H 4.873 5.811 -2.293
H 6.472 5.079 -2.509
H 5.317 5.131 -3.871
H 6.545 2.407 -2.678
H 5.391 2.458 -4.045
H 4.987 1.564 -2.564
C -4.042 -7.906 -2.569
C -4.096 -6.728 -1.627
C -3.877 -5.360 -2.224
O -4.304 -6.874 -0.444
H -4.215 -8.823 -2.009
H -4.815 -7.809 -3.333
H -3.061 -7.962 -3.042
H -4.642 -5.153 -2.974
H -2.888 -5.306 -2.683
H -3.942 -4.609 -1.439
C -6.734 3.551 6.673
C -7.816 3.566 5.621
C -7.691 2.569 4.495
O -8.741 4.342 5.677
H -6.946 4.314 7.419
H -6.703 2.577 7.164
H -5.766 3.764 6.216
H -7.702 1.553 4.894
H -6.764 2.741 3.946
H -8.531 2.687 3.813
C 6.579 8.793 -3.188
C 7.816 8.408 -2.414
C 8.560 9.517 -1.711
O 8.194 7.261 -2.359
H 6.146 7.903 -3.641
H 5.844 9.241 -2.519
H 6.838 9.500 -3.978
H 7.910 9.996 -0.978
H 8.904 10.255 -2.437
H 9.424 9.101 -1.196
C -4.049 2.984 -3.636
C -2.673 3.603 -3.621
C -2.494 4.903 -4.365
O -1.753 3.079 -3.036
H -4.034 2.058 -3.065
H -4.770 3.667 -3.183
H -4.346 2.762 -4.662
H -3.149 5.668 -3.943
H -2.725 4.763 -5.422
H -1.462 5.233 -4.271
C 7.858 1.548 -6.616
C 6.550 0.893 -6.249
C 6.426 -0.588 -6.503
O 5.639 1.529 -5.770
H 7.809 2.609 -6.382
H 8.673 1.098 -6.048
H 8.046 1.432 -7.685
H 7.180 -1.129 -5.929
H 6.552 -0.796 -7.566
H 5.439 -0.926 -6.193
```

## Properties
**Strongest force on any atom**: 4.08 eV/Å
**Calculated total energy**: -4128.24150 Ha
**Highest occupied orbital energy**: -8.7 eV
**HOMO-LUMO gap**: 8.7 eV

These are the Löwdin partial charges, in e, on atoms 1 to 4: number 1, C, carries -0.104; number 2, C, carries -0.224; number 3, C, carries -0.196; number 4, C, carries -0.210

=====

A molecular structure, C37H55GeN3O4SSiTi. Source: OMol25; level of theory: ωB97M-V with the def2-TZVPD basis set.

Geometry as XYZ:
```
103
C37H55GeN3O4SSiTi, DFT ωB97M-V with the def2-TZVPD basis set
Ti -0.258 0.289 0.363
C 1.607 4.650 3.876
S -0.314 2.021 2.564
O -1.603 2.324 3.243
O -0.253 0.458 2.378
O -0.510 2.336 1.042
H 0.836 5.343 3.582
H 2.419 4.436 3.199
H 1.454 4.022 4.738
C 3.211 2.082 0.780
Ge 2.391 0.344 0.274
C 3.200 -0.843 1.656
C 4.102 -1.869 1.379
C 4.607 -2.683 2.387
C 4.226 -2.478 3.705
C 3.336 -1.453 4.005
C 2.828 -0.653 2.991
C 3.341 -0.174 -1.395
C 4.183 0.717 -2.011
C 4.807 0.430 -3.247
C 4.587 -0.763 -3.870
C 3.734 -1.728 -3.278
C 3.483 -2.976 -3.901
C 2.651 -3.893 -3.325
C 2.027 -3.606 -2.090
C 2.251 -2.408 -1.474
C 3.111 -1.431 -2.040
H 4.301 2.020 0.799
H 2.858 2.330 1.784
H 2.903 2.888 0.113
H 4.416 -2.047 0.356
H 5.299 -3.480 2.140
H 4.616 -3.113 4.492
H 3.027 -1.285 5.030
H 2.102 0.114 3.237
H 4.376 1.680 -1.551
H 5.456 1.170 -3.702
H 5.054 -0.990 -4.822
H 3.963 -3.187 -4.851
H 2.464 -4.842 -3.813
H 1.359 -4.328 -1.636
H 1.750 -2.182 -0.541
C -1.670 5.922 2.018
C -1.288 5.531 0.599
O -2.043 4.424 0.144
H -1.059 6.754 2.378
H -1.540 5.071 2.690
H -2.720 6.221 2.056
H -0.217 5.302 0.547
H -1.478 6.360 -0.090
H -1.575 3.628 0.480
C -1.583 -2.410 -2.503
C -1.317 -3.285 -1.307
C -1.544 -4.654 -1.396
C -1.239 -5.513 -0.353
C -0.679 -4.986 0.807
C -0.442 -3.628 0.943
C 0.203 -3.071 2.178
C -0.776 -2.739 -0.117
N -0.567 -1.403 0.047
H -0.942 -2.702 -3.338
H -1.363 -1.370 -2.272
H -2.621 -2.491 -2.844
H -1.954 -5.053 -2.320
H -1.417 -6.578 -0.444
H -0.411 -5.646 1.626
H 0.326 -3.844 2.938
H -0.365 -2.235 2.595
H 1.188 -2.655 1.948
C -4.918 -0.298 -0.371
C -3.381 -0.364 -0.467
N -2.788 0.368 0.651
C -2.998 -0.392 1.891
C -4.482 -0.791 1.996
N -5.248 0.088 1.044
C -4.861 1.526 1.269
C -3.410 1.688 0.784
H -5.397 -1.254 -0.580
H -5.348 0.471 -1.012
H -3.048 0.071 -1.405
H -3.023 -1.391 -0.429
H -2.683 0.233 2.725
H -2.364 -1.277 1.869
H -4.892 -0.628 2.992
H -4.671 -1.821 1.692
H -6.244 -0.027 1.205
H -4.959 1.715 2.338
H -5.569 2.148 0.722
H -2.855 2.263 1.520
H -3.359 2.202 -0.173
C 0.488 3.099 -2.134
Si -0.286 1.364 -2.092
C 0.621 0.462 -3.509
C -2.000 1.713 -2.920
H -0.097 3.777 -1.508
H 0.504 3.495 -3.156
H 1.513 3.090 -1.755
H 1.696 0.650 -3.443
H 0.279 0.849 -4.476
H 0.485 -0.622 -3.505
H -1.832 2.309 -3.823
H -2.671 2.292 -2.278
H -2.511 0.796 -3.236
```

## Properties
**2S+1**: 2
**Strongest force on any atom**: 0.37 eV/Å
**Expectation value of S²**: 0.7534
**Calculated total energy**: -5522.22850 Ha
**Highest occupied orbital energy (alpha / beta)**: -4.0 / -4.0 eV
**Charge**: -1
**HOMO-LUMO gap (alpha / beta)**: 5.1 / 5.1 eV

These are the Löwdin partial charges, in e, on atoms 1 to 4: number 1, Ti, carries 0.588; number 2, C, carries 0.075; number 3, S, carries 0.632; number 4, O, carries -0.499

=====

Which of these has the highest strongest force on any atom?
C37H54N3OP2Zn